(1)
This record from the Open Molecules 2025 dataset describes C2H7BO3 in the gas phase at a distorted geometry. The level of theory is the ωB97M-V functional and the def2-TZVPD basis.

Structure (XYZ):
```
13
Properties=species:S:1:pos:R:3:forces:R:3:mulliken_charge:R:1
C -0.78911 1.42411 0.49096 0.5 1.2 -0.7 -0.740
O -0.50306 0.58338 -0.56836 -1.0 -2.1 -1.0 -0.426
C 0.62533 -0.28913 -0.58562 -0.2 0.8 3.1 0.176
O 0.76930 -0.58887 -1.93235 0.0 1.0 -0.8 -0.546
B 0.32740 -1.65809 0.41002 -0.8 -0.1 -0.5 0.356
O 0.46397 -2.84123 -0.19948 -0.3 -1.1 -0.1 -0.480
H -1.41208 2.14345 -0.03950 -0.2 0.4 0.8 0.244
H 0.17087 1.83493 0.68691 0.8 1.3 0.9 0.369
H -1.21731 1.13099 1.45111 -0.3 -0.9 -0.3 0.254
H 1.49726 0.33343 -0.09025 -0.9 -0.9 -1.2 0.203
H 0.47129 0.23492 -2.44636 0.6 -1.7 1.2 0.320
H -0.19286 -1.94532 1.59169 1.2 1.6 -1.6 -0.065
H 0.48249 -2.94146 -1.15816 0.5 0.6 0.0 0.336
```
Positions in Å, forces in eV/Å.

Values from the calculation:
HOMO level ... -9.3 eV
ΔE to the lowest compared entry with this formula, charge and spin ... 472.39 kJ/mol
Structure (SMILES) ... CO[C@H](O)BO
Multiplicity ... 1
Orbital gap ... 10.1 eV

***

(2)
This record from the Open Molecules 2025 dataset describes 2 unconnected molecules or ions with the total composition C2H7BrSi2 at a distorted geometry. The level of theory is the ωB97M-V functional and the def2-TZVPD basis.

Structure (XYZ):
```
12
Properties=species:S:1:pos:R:3:forces:R:3:mulliken_charge:R:1
C 2.31899 2.55382 -0.46612 -1.0 -4.3 0.1 -0.704
Si 2.40984 1.10797 0.54357 -0.1 0.7 -2.6 0.420
Br 2.21158 -1.16778 -0.00754 -0.1 1.9 0.3 -0.195
H 1.98487 2.37043 -1.47659 0.0 0.0 -0.3 0.218
H 2.86188 3.42345 -0.36299 0.8 1.9 0.9 0.317
H 2.54184 1.25884 1.92418 0.3 -0.2 1.6 -0.066
C -2.02354 -1.74831 0.91098 -0.8 0.6 -3.4 -0.613
Si -2.67140 -1.43136 -0.70669 -1.4 -0.1 1.9 0.298
H -1.09598 -2.27985 0.89452 0.5 -0.1 0.4 0.211
H -2.22691 -0.99487 1.61686 -0.3 0.3 1.4 0.247
H -4.14286 -0.97417 -1.02527 1.5 0.0 0.5 -0.050
H -2.16832 -2.11817 -1.84492 0.4 -0.6 -0.9 -0.083
```
Positions in Å, forces in eV/Å.

Values from the calculation:
HOMO level (alpha / beta) ... -8.6 / -8.7 eV
Structure (SMILES) ... C=[SiH]Br.C=[SiH2]
Multiplicity ... 1
Orbital gap (alpha / beta) ... 8.5 / 8.5 eV

***

(3)
This record from the Open Molecules 2025 dataset describes C2H7Cl3Si2 in the gas phase at a distorted geometry. The level of theory is the ωB97M-V functional and the def2-TZVPD basis.

Structure (XYZ):
```
14
Properties=species:S:1:pos:R:3:forces:R:3:mulliken_charge:R:1
C 2.10811 -3.33487 1.42576 -1.0 1.1 -1.6 -1.092
Si 1.05646 -1.77094 0.97217 -0.8 -1.5 -0.4 0.465
Cl -0.13578 -2.39263 -0.69243 0.5 0.3 0.5 -0.294
Si 1.96515 0.17908 0.18338 -0.8 0.9 -2.3 0.665
C 2.72382 0.06714 -1.53597 -1.0 0.0 0.7 -1.049
Cl 0.48983 1.68458 0.07214 0.4 -0.7 0.3 -0.293
Cl 3.49335 0.81665 1.26340 1.3 0.6 1.6 -0.266
H 2.32168 -3.88610 0.49648 0.1 0.4 0.3 0.286
H 2.97798 -3.08825 1.95140 1.7 0.7 0.4 0.380
H 1.66340 -4.01746 2.09238 -1.3 -0.7 0.7 0.366
H 0.02650 -1.28030 1.90641 0.1 -0.3 0.4 -0.127
H 2.46560 0.82820 -2.25956 0.2 0.6 0.2 0.317
H 3.77179 -0.04075 -1.35527 0.7 0.0 -0.3 0.299
H 2.32292 -0.81457 -1.96811 -0.1 -1.2 -0.5 0.342
```
Positions in Å, forces in eV/Å.

Values from the calculation:
HOMO level ... -10.1 eV
ΔE to the lowest compared entry with this formula, charge and spin ... 0.00 kJ/mol
Structure (SMILES) ... C[Si@H](Cl)[Si](C)(Cl)Cl
Multiplicity ... 1
Orbital gap ... 10.5 eV

***

(4)
This record from the Open Molecules 2025 dataset describes 2 unconnected molecules or ions with the total composition C2H7ClNOP at a distorted geometry. The level of theory is the ωB97M-V functional and the def2-TZVPD basis.

Structure (XYZ):
```
13
Properties=species:S:1:pos:R:3:forces:R:3:mulliken_charge:R:1
C 2.13568 -0.14818 -0.38547 -0.1 -0.7 2.7 -0.633
N 1.40236 0.81722 0.41454 0.0 0.0 1.0 -0.195
P 0.61472 0.65895 1.71410 -2.1 1.9 -0.2 0.217
O -0.61072 2.00609 1.49647 2.1 -2.6 1.2 -0.569
H 3.16696 -0.44828 -0.07887 -1.0 0.1 0.2 0.238
H 2.17472 0.34257 -1.25772 0.7 1.1 -3.7 0.289
H 1.41163 -0.94837 -0.46787 0.5 -0.8 -0.3 0.264
H 0.06319 2.55031 1.09475 -0.1 1.1 -0.8 0.358
C -2.18945 -0.89706 -0.58311 -0.3 -0.8 0.0 -0.512
Cl -1.15415 -1.69048 0.68993 -0.8 0.0 -0.7 -0.204
H -1.94435 0.14348 -0.54286 -0.7 0.8 0.7 0.216
H -1.80891 -1.14018 -1.55370 0.3 -0.8 -0.5 0.257
H -3.26169 -1.24607 -0.54019 1.3 0.8 0.4 0.273
```
Positions in Å, forces in eV/Å.

Values from the calculation:
HOMO level ... -9.1 eV
ΔE to the lowest compared entry with this formula, charge and spin ... 312.27 kJ/mol
Structure (SMILES) ... C/N=P/O.CCl
Multiplicity ... 1
Orbital gap ... 9.3 eV

***

(5)
This record from the Open Molecules 2025 dataset describes 2 unconnected molecules or ions with the total composition C2H7ClNOPS at a distorted geometry. The level of theory is the ωB97M-V functional and the def2-TZVPD basis.

Structure (XYZ):
```
14
Properties=species:S:1:pos:R:3:forces:R:3:mulliken_charge:R:1
C 0.59338 0.48799 -1.10065 1.4 -2.2 0.2 -0.334
C -0.11844 1.48135 0.87713 -3.3 -0.2 0.0 -0.890
N -0.36099 0.66814 -0.31227 -0.4 1.0 -0.1 0.032
O 1.60627 -1.80996 -0.28803 0.0 -1.3 1.6 -0.542
P -2.01366 -0.43327 -0.79320 0.7 -0.7 -0.4 0.240
S -1.76475 -2.01001 0.32463 0.0 0.2 0.1 -0.418
Cl -3.29424 0.85701 0.14781 -0.5 0.6 0.5 -0.250
H 0.56396 -0.33672 -1.81702 -0.6 0.7 -0.5 0.340
H 1.60625 0.72311 -0.78910 0.0 0.8 -0.3 0.255
H 1.06438 -2.17535 0.47672 0.6 0.7 -1.5 0.282
H -0.80730 2.37922 0.85214 0.8 -1.1 0.3 0.262
H -0.35483 0.79982 1.69124 -0.4 0.3 0.4 0.333
H 0.87505 1.73972 1.00012 2.1 0.7 -0.2 0.417
H 2.40493 -2.37104 -0.26952 -0.5 0.4 -0.1 0.272
```
Positions in Å, forces in eV/Å.

Values from the calculation:
HOMO level ... -8.0 eV
ΔE to the lowest compared entry with this formula, charge and spin ... 166.55 kJ/mol
Multiplicity ... 1
Orbital gap ... 8.1 eV

***

(6)
This record from the Open Molecules 2025 dataset describes 2 unconnected molecules or ions with the total composition C2H7ClNS at a distorted geometry. The level of theory is the ωB97M-V functional and the def2-TZVPD basis.

Structure (XYZ):
```
12
Properties=species:S:1:pos:R:3:forces:R:3:mulliken_charge:R:1
C 0.38398 -0.71757 0.30951 2.6 2.9 -2.5 0.101
C 1.39515 0.20276 0.86857 2.3 -2.8 -2.2 -0.535
N 0.31961 -0.85672 -0.95863 -0.5 -0.6 2.0 -0.164
S -2.28114 0.97046 -0.71062 -1.3 0.2 0.9 -0.374
Cl 2.59836 0.71344 -0.43828 -1.0 0.0 1.4 -0.167
H -0.02485 -1.38078 0.92763 -2.1 -2.6 2.4 0.487
H 1.17265 0.94697 1.49790 -1.7 3.4 1.7 0.420
H 1.90151 -0.42030 1.62174 0.5 -0.4 -0.6 0.312
H 0.77248 -0.11418 -1.45839 0.4 -0.1 -1.3 0.225
H -2.83653 2.14548 -0.26119 0.4 -0.8 -0.3 0.217
H -0.13453 -1.68661 -1.29053 -0.4 0.1 -1.0 0.278
H -3.26668 0.19706 -0.10771 0.8 0.7 -0.5 0.200
```
Positions in Å, forces in eV/Å.

Values from the calculation:
HOMO level ... -13.6 eV
ΔE to the lowest compared entry with this formula, charge and spin ... 83.97 kJ/mol
Multiplicity ... 1
Orbital gap ... 8.3 eV
Charge ... +1

***

(7)
This record from the Open Molecules 2025 dataset describes 2 unconnected molecules or ions with the total composition C2H7ClO3P at a distorted geometry. The level of theory is the ωB97M-V functional and the def2-TZVPD basis.

Structure (XYZ):
```
14
Properties=species:S:1:pos:R:3:forces:R:3:mulliken_charge:R:1
C -2.30841 -0.56275 0.21694 1.9 -0.9 -0.4 -0.624
C 2.18225 -0.64986 -1.18620 -0.2 0.1 0.3 -0.667
O 0.13846 2.17628 1.27431 0.8 4.3 -1.1 -0.467
O -1.52984 0.64897 0.48866 0.1 -0.1 -0.2 -0.182
O 1.01524 -0.00379 -1.16196 -3.1 2.6 3.0 -0.388
P -0.03024 0.73434 0.84608 0.2 -2.0 -2.6 1.002
Cl 0.40245 -0.43859 2.37499 0.1 0.3 -0.2 -0.081
H -3.29802 -0.20517 0.02815 -0.4 0.0 -0.8 0.239
H -2.32857 -1.10453 1.14276 -0.1 -0.4 0.4 0.357
H -1.72819 -1.18634 -0.55452 -1.5 1.1 0.8 0.294
H 2.18317 -0.68438 -2.21857 0.3 -0.8 -3.3 0.360
H 2.12077 -1.61806 -0.84490 0.2 -2.3 1.1 0.345
H 3.09961 -0.16283 -1.07977 1.4 1.3 1.2 0.360
H 0.08133 3.05669 0.67401 0.1 -3.1 1.8 0.452
```
Positions in Å, forces in eV/Å.

Values from the calculation:
HOMO level (alpha / beta) ... -15.1 / -14.5 eV
ΔE to the lowest compared entry with this formula, charge and spin ... 478.62 kJ/mol
Multiplicity ... 1
Orbital gap (alpha / beta) ... 8.6 / 8.6 eV
Charge ... +1

***

(8)
This record from the Open Molecules 2025 dataset describes a molecular structure, C2H7ClS at a distorted geometry. The level of theory is the ωB97M-V functional and the def2-TZVPD basis.

Structure (XYZ):
```
11
Properties=species:S:1:pos:R:3:forces:R:3:mulliken_charge:R:1
C -0.17541 0.87143 -1.18687 1.4 1.2 -0.7 -0.982
C 0.78985 -0.76339 0.79736 3.1 0.8 -0.9 -1.001
H -1.44676 0.31885 0.73586 -1.6 3.7 2.3 0.129
H -0.31778 1.66086 -0.44124 0.1 0.0 0.1 0.366
H 0.83685 0.93789 -1.60020 -0.1 0.3 0.2 0.297
H -0.89265 1.02140 -1.99418 0.0 -0.3 0.1 0.283
H 1.78912 -0.67537 0.35994 0.1 0.0 0.0 0.306
H 0.63547 0.04666 1.51471 0.0 0.4 0.0 0.403
H 0.72247 -1.71441 1.32741 0.0 0.1 -0.3 0.353
S -0.48737 -0.75848 -0.47804 8.5 -2.5 -12.8 -0.002
Cl -1.45380 -0.94545 0.96524 -11.5 -3.8 12.0 -0.151
```
Positions in Å, forces in eV/Å.

Values from the calculation:
HOMO level ... -5.1 eV
ΔE to the lowest compared entry with this formula, charge and spin ... 966.90 kJ/mol
Multiplicity ... 1
Orbital gap ... 5.8 eV

***

(9)
This record from the Open Molecules 2025 dataset describes 2 unconnected molecules or ions with the total composition C2H7ClSi2 at a distorted geometry. The level of theory is the ωB97M-V functional and the def2-TZVPD basis.

Structure (XYZ):
```
12
Properties=species:S:1:pos:R:3:forces:R:3:mulliken_charge:R:1
C -2.37722 1.22624 -0.05516 -0.1 -3.6 -1.0 -0.739
Si -2.23848 -0.49549 0.47185 0.3 1.3 -0.6 0.419
Cl -2.32634 -1.96676 -0.95697 -0.4 0.1 0.2 -0.203
H -1.70098 1.85567 0.41410 0.7 1.5 1.5 0.275
H -2.47889 1.48854 -1.14237 -0.2 -0.7 1.1 0.249
H -1.97423 -1.33638 1.78419 -0.3 1.4 -1.1 -0.013
C 2.58622 -0.83666 -0.77782 -0.8 0.8 -0.2 -0.590
Si 2.07728 -0.46109 0.83958 1.2 -2.4 -1.3 0.294
H 2.36025 -0.12492 -1.64137 0.5 -1.1 1.3 0.227
H 3.02668 -1.80786 -1.04535 0.0 0.6 0.1 0.246
H 2.23871 -1.51586 1.91471 -0.1 0.7 -0.4 -0.062
H 1.27005 0.65156 1.09993 -0.7 1.3 0.5 -0.102
```
Positions in Å, forces in eV/Å.

Values from the calculation:
HOMO level ... -8.5 eV
ΔE to the lowest compared entry with this formula, charge and spin ... 407.61 kJ/mol
Structure (SMILES) ... C=[SiH]Cl.C=[SiH2]
Multiplicity ... 1
Orbital gap ... 8.2 eV

***

(10)
This record from the Open Molecules 2025 dataset describes a molecular structure, C2H7ErO3 at a distorted geometry. The level of theory is the ωB97M-V functional and the def2-TZVPD basis.

Structure (XYZ):
```
13
Properties=species:S:1:pos:R:3:forces:R:3:mulliken_charge:R:1
O -4.94932 -1.77423 -1.70854 1.4 4.3 -1.4 0.007
Er -4.49761 0.22810 -2.50091 -0.9 -3.9 1.6 0.691
H -4.36137 -2.30877 -1.14060 -0.2 -0.2 -0.2 0.323
C -5.90159 -4.31534 -1.20529 0.3 -4.7 0.9 -0.671
H -6.35532 -3.52697 -0.58544 1.7 0.6 -0.6 0.315
H -5.88741 -4.43992 -2.29962 0.1 1.3 0.5 0.322
H -6.65205 -5.06375 -0.91214 0.2 -0.4 -0.3 0.268
O -4.61703 -5.19254 -0.73214 -2.6 2.6 -0.6 -0.256
C -2.80230 -4.73273 -2.08631 -0.2 -0.3 -0.5 -0.474
O -3.47514 -4.36132 -0.90422 -0.2 0.7 0.1 -0.225
H -3.47836 -4.92921 -2.93306 -0.1 0.1 0.4 0.239
H -2.21753 -3.84689 -2.36794 0.3 -0.5 0.2 0.210
H -2.22819 -5.65186 -1.90535 0.2 0.4 -0.2 0.250
```
Positions in Å, forces in eV/Å.

Values from the calculation:
HOMO level (alpha / beta) ... -12.5 / -12.5 eV
ΔE to the lowest compared entry with this formula, charge and spin ... 0.00 kJ/mol
Multiplicity ... 5
Orbital gap (alpha / beta) ... 7.0 / 6.1 eV
Charge ... +1